A single C5H8 molecule at a distorted geometry. Source: the Open Molecules 2025 dataset; level of theory: ωB97M-V with the def2-TZVPD basis set.

```
13
C5H8, DFT ωB97M-V with the def2-TZVPD basis set
C 0.39852 -0.13170 1.29055
C -1.07177 -0.02565 1.35694
C 1.08621 0.07162 0.03426
C -0.03689 0.25719 -2.26009
C 0.52303 0.67171 -1.14660
H 0.99041 -0.26573 2.18608
H 0.92049 -1.04410 -0.11436
H 2.16488 0.20483 0.13880
H -1.36071 1.02335 1.15640
H -1.56648 -0.59819 0.56593
H -1.47625 -0.32964 2.32134
H -0.19911 -0.79615 -2.51238
H -0.37232 0.96247 -3.01686
```

Its highest occupied orbital energy (alpha / beta) is -7.17 / -8.12 eV. Its spin multiplicity is 1. Its net charge is 0. The value obtained for the energy above the lowest of the compared OMol25 structures with the same formula, charge and spin is 103.0 kcal/mol. As for the HOMO-LUMO gap (alpha / beta): 7.2 / 9.0 eV.



A single C23H34N4O3 molecule. Source: the Open Molecules 2025 dataset; level of theory: ωB97M-V with the def2-TZVPD basis set.

```
64
C23H34N4O3, DFT ωB97M-V with the def2-TZVPD basis set
C 6.43371 3.20219 0.31557
O 5.58292 2.10012 0.49861
C 5.88155 0.92134 -0.14212
C 6.93877 0.78675 -1.02427
C 7.23619 -0.43837 -1.60434
C 6.46737 -1.53876 -1.29434
C 5.39220 -1.41075 -0.43098
C 5.05816 -0.19247 0.15770
N 4.02830 -0.06130 1.08377
C 3.41139 -1.23028 1.66180
C 2.21155 -1.74638 0.85257
N 1.23349 -0.67870 0.73772
C -0.04578 -1.02163 0.11840
C -0.50785 -2.46139 0.35719
C -1.89812 -2.67053 -0.24253
C -2.89115 -1.66096 0.33225
N -2.40363 -0.32259 0.08836
C -2.87127 0.57546 -0.79725
O -2.31354 1.64382 -0.99748
C -4.18729 0.26594 -1.51832
N -5.32569 0.55675 -0.66660
C -5.55416 1.96947 -0.42879
C -6.47439 2.20690 0.75743
C -7.73259 1.37278 0.56399
C -7.34317 -0.09773 0.57469
C -6.14608 -0.44368 -0.28876
O -5.91166 -1.60749 -0.58397
C -1.11674 -0.08240 0.70566
C 1.85772 0.45526 0.07226
C 3.02789 0.97082 0.91324
H 7.46152 2.97457 0.61661
H 6.03657 3.98612 0.95945
H 6.42842 3.55341 -0.72225
H 7.56106 1.63555 -1.25984
H 8.07023 -0.51907 -2.28443
H 6.68942 -2.50211 -1.72890
H 4.80136 -2.28768 -0.21980
H 4.15272 -2.01876 1.79394
H 3.04209 -0.93596 2.65070
H 1.77669 -2.58663 1.39364
H 2.54904 -2.09626 -0.13932
H -0.00284 -0.85678 -0.97478
H 0.18560 -3.16741 -0.10163
H -0.54272 -2.65564 1.43136
H -2.24679 -3.68195 -0.03154
H -1.85072 -2.54725 -1.32680
H -3.88348 -1.81464 -0.08753
H -2.95971 -1.79746 1.41799
H -4.22416 0.92253 -2.39477
H -4.25481 -0.77291 -1.84185
H -4.58220 2.44378 -0.26572
H -5.99518 2.41398 -1.33267
H -6.70991 3.26959 0.82122
H -5.97452 1.91069 1.68165
H -8.19831 1.63108 -0.38940
H -8.45719 1.56979 1.35584
H -8.16876 -0.73432 0.25162
H -7.08247 -0.40739 1.59158
H -0.85713 0.96178 0.53540
H -1.18935 -0.26059 1.78234
H 1.12538 1.25280 -0.05136
H 2.23030 0.17080 -0.93003
H 3.46739 1.84493 0.44149
H 2.65650 1.24923 1.90436
```

Its highest occupied orbital energy is -7.38 eV. Its spin multiplicity is 1. Its net charge is 0. The value obtained for the energy above the lowest of the compared OMol25 structures with the same formula, charge and spin is 61.5 kcal/mol. As for the structure (SMILES): COc1ccccc1N1CCN([C@H]2CCCN(C(=O)CN3CCCCC3=O)C2)CC1. As for the HOMO-LUMO gap: 8.2 eV.



A molecular structure, C19H27N3O4S2 at a distorted geometry. Source: the Open Molecules 2025 dataset; level of theory: ωB97M-V with the def2-TZVPD basis set.

```
55
C19H27N3O4S2, DFT ωB97M-V with the def2-TZVPD basis set
C -2.49376 -3.41744 -1.61823
H -1.94056 -4.06337 -1.15596
H -3.50469 -3.14603 -0.92359
H -2.88594 -3.77565 -2.64962
O -2.04611 -2.19992 -1.91117
C -0.59736 -2.31861 -2.31589
O 0.06240 -3.37575 -2.67538
C -0.20905 -0.96609 -2.31467
C -0.81152 0.20975 -2.03775
C 0.20332 1.32406 -2.33709
C 1.39099 0.59746 -2.51180
N 1.09566 -0.77946 -2.64699
C 2.09799 -1.57746 -3.31942
H 3.09801 -1.51771 -2.38158
H 2.39232 -1.41456 -4.18059
H 1.92327 -2.66878 -3.11014
H 2.36273 1.17724 -3.15228
S 0.09636 3.00559 -2.19625
O 0.77478 3.73028 -3.02702
O -1.26548 3.33867 -2.05191
N 0.59590 3.25994 -0.65192
H 1.80722 3.46024 -0.64570
C -0.00520 4.07399 0.46161
H -0.81409 4.34512 -0.07221
C -0.62951 3.21493 1.74749
C 0.85499 2.65411 2.18074
C 0.51288 1.71650 3.16996
N -0.57116 0.73823 3.25657
C -0.02521 -0.65533 2.59178
H 0.84623 -0.82567 3.11411
C 0.01072 -0.77433 1.21073
C 0.41957 -2.18576 0.75952
C -0.12072 -3.29202 0.95178
C 0.61672 -4.46285 0.40618
C 1.89615 -4.14948 0.08086
S 2.18273 -2.39783 0.44560
H 2.50072 -4.75161 -0.18884
H 0.52158 -5.44101 0.58916
H -1.14137 -3.39803 1.28829
H -0.78560 -0.72349 0.71638
H 0.95168 0.05065 0.67532
H -0.68129 -1.41622 3.01580
C -1.66531 1.22362 2.45859
C -1.38946 2.14923 1.12883
H -1.12978 1.46843 0.48932
H -2.37634 2.82275 0.89958
H -2.37163 0.61523 2.16233
H -2.12686 2.09496 3.14300
H 1.28174 1.18506 3.81142
H 0.19157 2.21027 4.21599
H 1.54480 3.34568 2.51638
H 1.27589 1.98850 1.40969
H -0.90273 4.10232 2.42044
H 0.60807 5.05705 0.55648
H -1.62625 0.53460 -1.79793
```

Its highest occupied orbital energy is -8.49 eV. Its spin multiplicity is 1. Its net charge is 0. The value obtained for the energy above the lowest of the compared OMol25 structures with the same formula, charge and spin is 441.8 kcal/mol. As for the HOMO-LUMO gap: 8.2 eV.



3 unconnected molecules or ions with the total composition C17H24N3O7 at a distorted geometry. Source: the Open Molecules 2025 dataset; level of theory: ωB97M-V with the def2-TZVPD basis set.

```
51
C17H24N3O7, DFT ωB97M-V with the def2-TZVPD basis set
C 1.58012 3.95481 -3.96701
C 3.09168 3.25086 -4.08087
O 3.78303 3.18851 -2.77454
C 2.81700 2.67988 -1.78580
C 2.41280 3.47883 -0.37192
C 1.29639 2.70233 0.60267
N 0.77907 1.36953 0.12523
C -0.21229 0.69670 1.10525
C -0.44651 -0.95891 1.06407
C -1.52712 -1.56387 2.13666
N -2.31615 -0.82074 3.17693
C -2.09646 0.66533 3.18040
C -1.10160 1.54240 2.21802
N 1.02727 0.65940 -1.00830
C 2.00833 1.22689 -1.97547
H 1.61309 4.80977 -3.13499
H 0.78120 3.11532 -3.68294
H 1.23837 4.45932 -4.97244
H 3.01600 2.13395 -4.48350
H 3.68103 3.91891 -4.87238
H 2.91096 4.51241 -0.07875
H 1.01992 3.24624 1.60096
H 0.15581 -1.60274 0.26624
H -1.70481 -2.74374 2.08162
H -2.70618 1.28784 3.99732
H -0.99680 2.72213 2.34663
H 2.24490 0.59329 -2.95945
C 0.89502 -2.39151 4.78343
O 2.09115 -3.16822 4.78216
C 1.99926 -4.33386 4.09367
O 1.01105 -4.74268 3.50430
O 3.19731 -4.96587 4.17438
C 3.24843 -6.21627 3.49025
H 1.08261 -1.48296 5.36229
H 0.62285 -2.10001 3.76389
H 0.07795 -2.94157 5.26135
H 3.07036 -6.07776 2.41893
H 2.52546 -6.91932 3.91639
H 4.25106 -6.63251 3.62114
C -5.69823 0.02933 -4.17623
O -4.37563 -0.36335 -3.81495
C -3.87239 0.29326 -2.73940
O -4.44654 1.15474 -2.09191
O -2.61972 -0.17469 -2.50892
C -1.96236 0.43081 -1.39744
H -5.99942 -0.55902 -5.04736
H -6.39899 -0.17883 -3.36129
H -5.72511 1.08888 -4.45047
H -2.51372 0.23873 -0.47131
H -1.83983 1.50644 -1.56050
H -0.96963 -0.01840 -1.30603
```

Its highest occupied orbital energy is -12.31 eV. Its spin multiplicity is 1. Its net charge is +1. As for the HOMO-LUMO gap: 6.7 eV.



no.,electronic energy (eV)
1,-5309.6999
2,-36506.4035
3,-54453.7336
4,-36798.5308